No. 1
Density functional theory data (the ωB97M-V functional and the def2-TZVPD basis) for a structure of composition C32H43BrHgN5Si in a non-equilibrium geometry.

The geometry in XYZ format:
```
83
Properties=species:S:1:pos:R:3:lowdin_spin:R:1
Hg 1.366 2.697 0.360 0.0004
N 6.183 3.286 -0.913 0.0000
C 5.493 2.525 -0.059 0.0000
N 4.484 3.201 0.455 0.0001
C 4.566 4.424 -0.185 0.0000
N 5.532 4.473 -1.066 0.0000
C 3.707 5.553 0.107 0.0000
C 3.924 6.778 -0.577 0.0000
N 3.084 7.770 -0.358 0.0000
C 2.191 7.631 0.601 0.0000
C 2.012 6.469 1.329 0.0000
N 2.700 5.375 0.932 0.0001
H 7.112 3.096 -1.357 0.0000
H 5.703 1.513 0.202 0.0000
H 4.820 6.827 -1.254 0.0000
H 1.444 8.469 0.770 0.0000
H 1.231 6.352 2.092 0.0000
C -4.921 5.906 3.850 -0.0081
C -4.967 5.911 2.466 0.0019
C -4.795 4.653 1.720 -0.0069
C -4.514 3.460 2.434 0.0327
C -4.615 3.473 3.844 -0.0014
C -4.825 4.636 4.548 0.0036
C -4.151 2.146 1.725 0.0729
C -3.748 1.929 0.516 0.4280
C -3.489 1.908 -0.827 0.0410
C -2.373 2.704 -1.352 0.1254
C -2.079 2.612 -2.696 -0.0125
C -2.864 1.884 -3.609 0.1423
C -3.953 1.162 -3.170 -0.0073
C -4.255 1.157 -1.813 0.1431
H -5.021 6.829 4.424 -0.0005
H -5.231 6.806 1.894 0.0005
H -4.789 4.568 0.658 0.0006
H -4.555 2.596 4.410 0.0003
H -4.768 4.572 5.607 0.0006
H -4.065 1.255 2.363 0.0300
H -1.774 3.339 -0.697 0.0054
H -1.153 3.145 -3.093 -0.0026
H -2.613 1.764 -4.681 0.0081
H -4.560 0.592 -3.876 -0.0039
H -5.170 0.622 -1.483 0.0061
C 0.098 -3.403 2.406 0.0000
C -0.422 -3.967 1.068 0.0000
C -1.841 -3.248 0.836 0.0000
C -0.613 -5.522 1.075 0.0000
Si 0.796 -3.519 -0.367 0.0000
Br 0.582 -1.250 -0.393 -0.0001
C 0.308 -4.265 -2.084 0.0000
C -1.226 -4.451 -2.209 0.0000
C 0.715 -3.357 -3.280 0.0000
C 0.987 -5.671 -2.374 0.0000
C 2.691 -3.797 0.075 0.0000
C 2.787 -5.280 0.539 0.0000
C 3.400 -3.422 -1.168 0.0000
C 3.163 -2.812 1.143 0.0000
H -0.602 -3.751 3.215 0.0000
H 0.102 -2.301 2.407 0.0000
H 1.119 -3.686 2.681 0.0000
H -2.513 -3.593 1.634 0.0000
H -2.308 -3.473 -0.161 0.0000
H -1.801 -2.141 1.000 0.0000
H -1.671 -5.841 1.291 0.0000
H 0.046 -6.033 1.789 0.0000
H -0.440 -6.012 0.087 0.0000
H -1.750 -3.442 -2.147 0.0000
H -1.716 -4.964 -1.364 0.0000
H -1.512 -5.014 -3.105 0.0000
H 0.519 -2.265 -3.101 0.0000
H 0.086 -3.736 -4.136 0.0000
H 1.784 -3.417 -3.598 0.0000
H 0.553 -6.403 -1.710 0.0000
H 2.048 -5.629 -2.241 0.0000
H 0.906 -5.956 -3.461 0.0000
H 2.765 -5.896 -0.385 0.0000
H 2.022 -5.603 1.235 0.0000
H 3.711 -5.504 1.051 0.0000
H 3.131 -4.029 -2.078 0.0000
H 4.507 -3.453 -1.007 0.0000
H 3.263 -2.336 -1.500 0.0000
H 2.805 -3.072 2.163 0.0000
H 2.889 -1.751 0.878 0.0000
H 4.328 -2.804 1.056 0.0000
```

Computed properties:
Multiplicity: 2
<S²>: 0.8029
Energy relative to the best compared isomer or geometry (same formula, charge and spin): 0.2998 eV
HOMO (alpha / beta): -6.8 / -8.1 eV

No. 2
Density functional theory data (the ωB97M-V functional and the def2-TZVPD basis) for a structure of composition C32H43MnN8OSSi in a non-equilibrium geometry.

The geometry in XYZ format:
```
87
Properties=species:S:1:pos:R:3:lowdin_spin:R:1
Mn 1.098 -0.582 1.331 0.9889
C 3.018 1.686 1.187 -0.0010
C 2.627 1.570 -0.289 -0.0007
N 1.481 0.644 -0.486 0.0016
C 1.691 -0.325 -1.583 -0.0014
C 2.441 -1.542 -1.101 -0.0007
C 3.222 -2.368 -1.894 0.0000
C 3.756 -3.517 -1.325 -0.0006
C 3.485 -3.823 0.004 -0.0002
C 2.689 -2.952 0.728 -0.0007
C 2.185 -3.206 2.128 0.0018
N 1.928 -1.929 2.840 0.0028
C 3.158 -1.351 3.451 -0.0007
C 3.305 0.145 3.162 -0.0003
N 3.014 0.334 1.745 -0.0039
N 2.217 -1.836 0.177 -0.0042
H 2.297 2.285 1.742 -0.0002
H 3.994 2.178 1.282 -0.0008
H 3.480 1.184 -0.855 0.0000
H 2.400 2.557 -0.698 -0.0001
H 0.647 1.168 -0.741 0.0009
H 2.176 0.133 -2.452 -0.0004
H 0.701 -0.671 -1.897 -0.0001
H 3.403 -2.122 -2.930 0.0000
H 4.377 -4.176 -1.916 0.0000
H 3.875 -4.721 0.462 -0.0001
H 2.866 -3.859 2.685 -0.0001
H 1.224 -3.717 2.024 0.0001
H 1.242 -2.123 3.561 0.0033
H 4.015 -1.875 3.020 0.0000
H 3.184 -1.539 4.526 -0.0004
H 4.313 0.476 3.439 -0.0004
H 2.594 0.734 3.740 -0.0001
H 3.664 -0.235 1.207 0.0009
C -4.387 -0.460 -2.646 0.0001
Si -4.346 -1.072 -0.875 0.0002
C -4.310 0.406 0.271 -0.0006
C -5.896 -2.054 -0.505 0.0001
C -2.888 -2.284 -0.759 0.0022
C -3.060 -3.461 -1.479 -0.0002
C -2.087 -4.447 -1.515 0.0034
C -0.938 -4.210 -0.791 -0.0001
N -0.726 -3.103 -0.084 0.0047
C -1.661 -2.133 -0.072 0.0008
S -1.316 -0.678 0.877 0.0055
H -5.248 0.188 -2.812 0.0000
H -4.453 -1.287 -3.354 0.0000
H -3.490 0.113 -2.886 0.0000
H -5.244 0.957 0.140 -0.0001
H -3.487 1.079 0.046 -0.0001
H -4.225 0.113 1.316 0.0000
H -6.779 -1.425 -0.624 0.0000
H -5.886 -2.424 0.521 0.0000
H -6.014 -2.911 -1.167 0.0000
H -3.981 -3.621 -2.028 -0.0001
H -2.223 -5.365 -2.068 0.0002
H -0.140 -4.948 -0.766 0.0000
C 1.576 2.205 -4.969 0.0000
C 0.776 2.500 -3.731 0.0000
C 0.936 3.686 -3.029 0.0002
C 0.207 3.973 -1.881 -0.0001
C -0.705 3.037 -1.403 0.0003
N -1.422 3.202 -0.197 0.0002
C -1.286 4.235 0.689 0.0000
O -0.878 5.340 0.419 0.0000
N -1.646 3.902 2.008 -0.0001
C -1.152 2.797 2.698 -0.0001
C -1.513 2.558 4.020 0.0004
C -0.998 1.449 4.663 -0.0004
C -0.165 0.583 3.976 0.0008
N 0.197 0.803 2.710 -0.0020
C -0.268 1.899 2.109 0.0002
C -0.888 1.842 -2.102 0.0005
C -0.161 1.588 -3.251 0.0004
H 2.016 3.113 -5.378 0.0000
H 0.954 1.752 -5.739 0.0000
H 2.391 1.509 -4.757 0.0000
H 1.637 4.427 -3.393 0.0000
H 0.332 4.915 -1.374 0.0000
H -1.990 2.416 0.091 0.0002
H -1.796 4.730 2.568 0.0000
H -2.193 3.227 4.530 0.0000
H -1.268 1.235 5.687 -0.0001
H 0.192 -0.325 4.443 0.0000
H 0.047 2.038 1.089 -0.0003
H -1.586 1.105 -1.729 0.0005
H -0.330 0.659 -3.784 0.0000
```

Computed properties:
Net charge: +1
Multiplicity: 2
<S²>: 0.9105
Energy relative to the best compared isomer or geometry (same formula, charge and spin): 0.2448 eV
HOMO (alpha / beta): -9.5 / -9.6 eV

No. 3
Density functional theory data (the ωB97M-V functional and the def2-TZVPD basis) for a structure of composition C32H43MoN6O3 in a non-equilibrium geometry.

The geometry in XYZ format:
```
85
Properties=species:S:1:pos:R:3:lowdin_charge:R:1
Mo 0.105 -0.100 -0.225 1.7537
C 1.151 3.796 3.870 -0.0571
C 1.221 2.429 3.192 -0.3687
C 1.602 1.361 4.216 -0.0505
C -0.069 2.085 2.456 -0.1861
C -0.937 3.062 2.001 0.0168
C -2.212 2.759 1.512 -0.0021
C -2.651 1.455 1.416 -0.3070
C -4.103 1.117 1.198 -0.0338
C -1.718 0.433 1.686 -0.1200
C -0.476 0.755 2.260 -0.0914
H 2.011 3.927 4.526 0.0906
H 0.252 3.891 4.483 0.1016
H 1.167 4.623 3.160 0.0832
H 2.007 2.491 2.429 0.1267
H 0.800 1.207 4.942 0.1055
H 2.483 1.681 4.773 0.0939
H 1.837 0.387 3.782 0.0510
H -0.670 4.105 2.106 0.1226
H -2.897 3.567 1.285 0.1355
H -4.237 0.097 0.828 0.0785
H -4.593 1.807 0.513 0.0886
H -4.635 1.178 2.149 0.1080
H -2.076 -0.588 1.784 0.1099
H 0.078 -0.051 2.721 0.1034
C -0.944 -4.130 1.323 -0.0693
O 0.068 -4.178 2.294 -0.0302
C 1.166 -3.381 2.304 -0.1836
C 2.171 -3.846 3.134 0.0610
C 3.370 -3.166 3.320 -0.0076
C 3.579 -1.974 2.671 0.0036
C 2.568 -1.467 1.845 -0.1451
C 2.756 -0.204 1.232 0.0038
N 1.759 0.354 0.659 -0.2099
N 1.641 1.434 -0.179 0.0425
C 2.054 0.979 -1.465 -0.4201
O 1.855 -0.247 -1.695 -0.0703
C 2.549 1.965 -2.389 -0.1888
C 2.154 3.303 -2.293 -0.0012
C 2.653 4.212 -3.208 -0.0300
C 3.568 3.797 -4.173 -0.0181
C 3.975 2.468 -4.255 -0.0356
C 3.450 1.539 -3.374 -0.0061
C 1.357 -2.166 1.629 -0.1674
O 0.384 -1.685 0.798 -0.2722
H -1.502 -5.057 1.433 0.1151
H -0.526 -4.072 0.312 0.0843
H -1.629 -3.298 1.516 0.0876
H 1.990 -4.784 3.643 0.1470
H 4.121 -3.580 3.978 0.1329
H 4.495 -1.413 2.802 0.1352
H 3.702 0.330 1.256 0.1747
H 1.467 3.620 -1.521 0.1184
H 2.350 5.248 -3.162 0.1232
H 3.976 4.525 -4.863 0.1269
H 4.700 2.164 -4.998 0.1239
H 3.757 0.502 -3.423 0.1290
N -2.160 -4.403 -3.236 0.2155
C -2.449 -3.448 -2.089 -0.1067
C -1.368 -2.379 -1.972 -0.2146
N -1.585 -1.535 -0.788 -0.0732
H -2.926 -5.072 -3.363 0.1875
H -1.308 -4.949 -3.076 0.1820
H -2.047 -3.910 -4.127 0.1815
H -2.515 -4.065 -1.194 0.1304
H -3.431 -3.026 -2.293 0.1464
H -1.362 -1.730 -2.849 0.1131
H -0.377 -2.832 -1.886 0.1288
H -1.625 -2.099 0.055 0.0449
H -2.461 -1.018 -0.853 0.0985
C 0.195 0.926 -5.817 0.0204
C -0.495 0.966 -4.495 -0.2612
C -1.719 1.470 -4.106 0.0485
C -1.800 1.270 -2.731 -0.3106
N -0.680 0.669 -2.265 -0.0441
N 0.078 0.478 -3.393 0.0391
C -2.956 1.627 -1.879 -0.0116
H -0.506 1.170 -6.612 0.0979
H 0.625 -0.055 -6.022 0.0929
H 1.003 1.658 -5.841 0.0925
H -2.454 1.946 -4.733 0.1370
H 0.993 0.061 -3.304 0.1228
H -3.115 2.706 -1.859 0.1135
H -2.807 1.302 -0.860 0.0165
H -3.868 1.174 -2.271 0.1063
```

Computed properties:
Net charge: +3
Energy relative to the best compared isomer or geometry (same formula, charge and spin): 1.8777 eV
HOMO (alpha / beta): -15.8 / -15.8 eV

No. 4
Density functional theory data (the ωB97M-V functional and the def2-TZVPD basis) for a structure of composition C32H44AsN4O12SSbY in a non-equilibrium geometry.

The geometry in XYZ format:
```
96
Properties=species:S:1:pos:R:3:lowdin_charge:R:1
Y 0.327 -0.560 1.580 1.5231
O -3.273 2.693 1.744 -0.4288
As -1.879 1.893 2.570 1.1677
O -2.253 4.027 -0.590 -0.5359
O -1.134 1.062 1.226 -0.7711
C -0.751 3.550 2.534 -0.3124
C -1.403 4.775 2.681 -0.1241
C -0.707 5.975 2.678 -0.1009
C 0.669 5.980 2.513 -0.0860
C 1.347 4.777 2.397 -0.0674
C 0.639 3.578 2.421 -0.2797
S 1.633 2.103 2.451 0.4807
O 1.732 1.546 1.074 -0.4189
O 2.911 2.493 2.982 -0.2921
O 0.876 1.130 3.252 -0.4107
H -2.944 3.277 1.035 -0.0343
H -2.481 4.778 2.790 0.1003
H -1.243 6.909 2.798 0.1024
H 1.220 6.913 2.504 0.0998
H 2.426 4.746 2.327 0.1082
O -0.316 -4.397 6.674 0.1199
C -0.193 -3.661 5.730 -0.2559
C 1.120 -3.069 5.213 -0.2875
O 2.227 -3.299 5.650 0.0906
C 0.735 -2.238 4.071 -0.3122
C -0.641 -2.306 3.844 -0.2908
O -1.158 -1.685 2.830 -0.1699
C -1.306 -3.184 4.798 -0.2960
O -2.474 -3.517 4.843 0.0822
O 1.489 -1.567 3.273 -0.1696
C -1.650 -3.242 0.177 -0.1465
C -2.823 -3.816 -0.655 -0.1469
N -3.456 -2.768 -1.453 -0.1583
C -3.989 -1.762 -0.530 -0.1431
C -2.871 -1.197 0.378 -0.1520
N -1.556 -1.776 -0.001 -0.1839
C -1.318 -1.509 -1.431 -0.1605
C -2.443 -2.134 -2.294 -0.1482
H -0.709 -3.678 -0.159 0.0864
H -1.766 -3.439 1.243 0.1157
H -3.585 -4.250 -0.005 0.1176
H -2.473 -4.603 -1.328 0.1123
H -4.777 -2.227 0.065 0.1179
H -4.450 -0.969 -1.123 0.0952
H -3.029 -1.434 1.429 0.1159
H -2.788 -0.117 0.298 0.0594
H -0.345 -1.919 -1.698 0.0881
H -1.262 -0.428 -1.561 0.0417
H -2.039 -2.889 -2.973 0.1133
H -2.935 -1.372 -2.905 0.1105
O 4.047 -0.140 0.262 0.1721
N 3.241 -0.502 0.941 0.1734
C 1.348 2.587 -2.855 -0.0576
C 1.945 1.215 -2.688 -0.2396
C 2.864 0.735 -3.609 -0.0110
C 3.446 -0.512 -3.444 -0.2589
C 4.457 -1.029 -4.435 -0.0493
C 3.127 -1.264 -2.325 -0.0081
C 2.199 -0.819 -1.370 -0.3134
C 1.600 0.424 -1.597 -0.0121
N 1.938 -1.468 -0.142 -0.0459
C 2.382 -2.917 -0.028 -0.5409
C 3.906 -3.090 0.169 -0.0560
C 1.764 -3.548 1.222 -0.0548
C 1.893 -3.738 -1.255 -0.0360
H 2.028 3.237 -3.407 0.0806
H 1.153 3.036 -1.881 0.0650
H 0.408 2.548 -3.407 0.0478
H 3.136 1.348 -4.462 0.1163
H 4.395 -0.490 -5.380 0.0722
H 4.302 -2.090 -4.637 0.0769
H 5.473 -0.913 -4.052 0.0819
H 3.604 -2.224 -2.229 0.0901
H 0.876 0.818 -0.892 0.0717
H 4.222 -2.703 1.138 0.0802
H 4.524 -2.632 -0.600 0.0648
H 4.115 -4.161 0.175 0.0937
H 2.233 -3.189 2.132 0.0735
H 1.896 -4.630 1.167 0.1012
H 0.690 -3.364 1.301 0.0570
H 2.730 -4.220 -1.764 0.0825
H 1.370 -3.139 -1.995 0.0652
H 1.216 -4.527 -0.930 0.0730
C -2.472 3.382 -3.529 -0.3336
Sb -2.114 2.359 -1.660 1.4406
C -4.184 1.954 -1.364 -0.3118
C -1.104 4.856 -0.606 -0.2153
H -3.399 3.953 -3.464 0.0022
H -2.555 2.645 -4.331 -0.0033
H -1.648 4.053 -3.771 -0.0127
H -4.722 2.894 -1.478 0.0130
H -4.346 1.557 -0.364 -0.0084
H -4.519 1.241 -2.119 -0.0011
H -0.893 5.224 -1.619 0.0708
H -0.216 4.338 -0.223 0.0678
H -1.285 5.714 0.039 0.0709
```

Computed properties:
Net charge: -1
Energy relative to the best compared isomer or geometry (same formula, charge and spin): 1.1187 eV
HOMO: -4.8 eV

No. 5
Density functional theory data (the ωB97M-V functional and the def2-TZVPD basis) for a structure of composition C32H44BBrN3O2Ru in a non-equilibrium geometry.

The geometry in XYZ format:
```
84
Properties=species:S:1:pos:R:3:lowdin_charge:R:1
Ru 1.679 0.326 -0.491 0.9339
O 2.229 1.752 5.415 0.1623
C 2.069 1.297 4.184 -0.2695
C 1.774 -0.033 3.859 0.0547
C 1.627 -0.383 2.536 -0.0767
N 1.760 0.507 1.541 -0.1459
C 2.033 1.766 1.876 -0.6738
Br 2.129 2.878 0.333 1.0217
C 2.201 2.233 3.149 0.0203
H 2.141 1.068 6.095 0.1536
H 1.671 -0.785 4.629 0.1406
H 1.405 -1.401 2.241 0.1296
H 2.429 3.267 3.367 0.1490
C 5.031 0.168 0.246 -0.0623
O 4.014 0.474 -0.737 -0.2543
H 5.698 1.017 0.376 0.1022
H 5.594 -0.712 -0.058 0.1007
H 4.513 -0.033 1.181 0.0758
H 4.440 0.713 -1.567 0.1080
C 1.153 -3.840 -2.613 -0.0220
C 0.989 -2.749 -1.555 -0.3658
C 2.351 -2.207 -1.114 -0.0394
C 0.212 -3.207 -0.327 -0.1272
C 0.549 -4.381 0.317 0.0022
C -0.200 -4.841 1.398 0.0045
C -1.287 -4.126 1.862 0.0044
C -1.676 -2.924 1.276 -0.1093
C -2.821 -2.150 1.906 -0.3814
C -4.137 -2.928 1.801 -0.0324
C -2.494 -1.791 3.357 -0.0380
C -0.900 -2.499 0.178 -0.0960
N -1.219 -1.250 -0.435 0.1011
B -0.272 -0.015 -0.557 -0.2978
N -1.295 1.012 -1.124 0.0876
C -2.409 0.473 -1.332 0.1036
C -2.376 -0.956 -0.869 0.1137
C -0.933 2.369 -1.470 -0.1423
C -1.316 3.400 -0.608 -0.1397
C -0.910 4.677 -0.988 -0.0041
C -0.130 4.886 -2.112 -0.0167
C 0.256 3.819 -2.912 -0.0063
C -0.146 2.525 -2.612 -0.1511
C 0.235 1.364 -3.519 -0.3446
C 1.652 0.842 -3.250 -0.0275
C 0.129 1.742 -5.002 -0.0342
C -2.091 3.238 0.697 -0.3324
C -3.579 2.913 0.511 -0.0330
C -1.441 2.296 1.721 -0.0326
H 1.686 -3.453 -3.480 0.0941
H 0.182 -4.204 -2.944 0.1023
H 1.716 -4.694 -2.236 0.0924
H 0.438 -1.930 -2.027 0.1058
H 2.915 -2.961 -0.561 0.1219
H 2.284 -1.391 -0.318 0.0280
H 2.955 -1.862 -1.948 0.0954
H 1.378 -4.974 -0.044 0.1297
H 0.065 -5.777 1.872 0.1320
H -1.848 -4.503 2.707 0.1315
H -2.971 -1.197 1.382 0.1056
H -4.094 -3.838 2.399 0.0944
H -4.365 -3.223 0.775 0.0865
H -4.962 -2.325 2.177 0.0969
H -2.371 -2.686 3.967 0.0901
H -3.305 -1.207 3.791 0.0965
H -1.575 -1.204 3.427 0.0709
H -3.239 0.974 -1.819 0.1834
H -3.185 -1.675 -0.938 0.1782
H -1.201 5.520 -0.373 0.1353
H 0.179 5.890 -2.372 0.1309
H 0.844 4.007 -3.800 0.1282
H -0.459 0.532 -3.356 0.1300
H 2.379 1.653 -3.237 0.1082
H 1.948 0.106 -3.997 0.1157
H 1.768 0.242 -2.309 -0.0087
H 0.917 2.433 -5.301 0.0920
H -0.829 2.210 -5.221 0.1043
H 0.223 0.851 -5.622 0.0974
H -2.047 4.229 1.152 0.1393
H -3.755 1.834 0.432 0.0632
H -4.000 3.403 -0.367 0.0980
H -4.150 3.243 1.378 0.0990
H -1.411 1.248 1.401 0.0570
H -2.017 2.313 2.647 0.1039
H -0.424 2.606 1.961 0.0579
```

Computed properties:
Net charge: +3
HOMO: -17.2 eV